No. 1
{"formula": "C4H9NO", "method": "ωB97M-V with the def2-TZVPD basis set", "orbital_gap_ev": [3.85, 6.81], "mol_weight_g_mol": 87.1, "multiplicity": 2, "charge": -1, "symbols": ["C", "C", "C", "N", "C", "H", "H", "H", "H", "H", "H", "H", "H", "H", "O"], "positions_angstrom": [[1.025253, 1.619726, -1.506858], [0.532119, 0.527495, -0.602150], [-0.514588, -0.277137, -0.861660], [-1.211111, -1.087705, -0.037611], [-1.104834, -2.426692, 0.034488], [0.732900, 1.497489, -2.550615], [2.115745, 1.684109, -1.518975], [0.683947, 2.595965, -1.160982], [1.008048, 0.433695, 0.383092], [-1.033243, -0.099770, -1.839140], [-0.288266, -2.967117, -0.430909], [-1.970432, -3.015885, 0.308673], [-0.479573, 0.221794, 3.826415], [0.155552, 0.940368, 2.603814], [0.348489, 0.353660, 3.352422]], "atomic_forces_ev_per_a": [[0.274, -0.057, 0.111], [0.184, -0.152, 0.401], [-0.610, 0.269, -0.275], [-0.116, 0.093, 0.670], [0.015, 0.114, -0.501], [-0.293, -0.085, 0.026], [0.151, -0.080, 0.064], [-0.115, 0.286, -0.097], [-0.076, 0.038, -0.316], [0.467, -0.230, -0.122], [0.266, -0.080, -0.214], [-0.173, -0.045, 0.309], [0.011, 0.031, -0.367], [-0.164, -0.495, 0.169], [0.177, 0.393, 0.142]]}

=====

No. 2
{"formula": "C4H9NO", "method": "ωB97M-V with the def2-TZVPD basis set", "orbital_gap_ev": 7.70, "smiles": "C=CN.C=CO", "mol_weight_g_mol": 87.1, "charge": 0, "symbols": ["C", "C", "N", "H", "H", "H", "H", "H", "C", "C", "O", "H", "H", "H", "H"], "positions_angstrom": [[-1.302018, 0.402994, -0.080550], [-1.021577, -0.321051, -1.290534], [-1.757121, -1.265233, -2.016874], [-1.342101, -0.118199, 0.894786], [-1.194791, 1.496686, 0.018757], [-0.053908, -0.279521, -1.821150], [-2.751768, -1.660240, -1.939360], [-1.329395, -1.303360, -2.987974], [0.958081, 0.964168, 1.796144], [1.798194, -0.087337, 1.461693], [2.778721, -0.129760, 0.398019], [-0.043512, 0.679363, 2.318411], [1.012663, 2.036757, 1.487588], [1.654439, -1.027781, 1.921433], [2.594100, 0.612519, -0.160385]], "atomic_forces_ev_per_a": [[0.321, -1.599, -1.460], [-1.343, 0.779, 1.415], [0.332, -0.620, -1.097], [-1.483, 0.031, -0.945], [1.248, -0.862, -0.338], [-0.620, 1.404, -0.310], [2.336, 1.382, 0.430], [-1.178, -0.583, 1.947], [0.044, -1.819, -0.068], [-0.827, 3.178, -1.485], [-1.370, -0.412, 2.757], [2.401, 0.577, -0.393], [0.194, -1.285, -0.121], [0.057, -0.944, 0.111], [-0.112, 0.773, -0.442]]}

=====

No. 3
{"formula": "C4H9NO", "method": "ωB97M-V with the def2-TZVPD basis set", "orbital_gap_ev": 7.64, "smiles": "CN/C=C(\\C)O", "mol_weight_g_mol": 87.1, "charge": 0, "symbols": ["C", "C", "C", "C", "O", "N", "H", "H", "H", "H", "H", "H", "H", "H", "H"], "positions_angstrom": [[-1.220895, -0.068431, 0.013081], [2.380274, -0.546387, 0.157550], [-1.449336, 1.423812, 0.118993], [-0.005872, -0.555679, -0.506752], [-2.409395, -0.691223, -0.416359], [0.951326, -0.499846, 0.418931], [-2.312653, -1.644965, -0.305995], [0.187331, -0.029434, 1.197161], [0.156332, -1.144069, -1.408894], [2.597099, -0.764190, -0.892698], [2.845455, -1.310926, 0.782157], [2.835640, 0.419640, 0.393605], [-0.544389, 1.946761, 0.435525], [-1.780609, 1.837311, -0.841324], [-2.230309, 1.627625, 0.855018]], "atomic_forces_ev_per_a": [[-0.157, -0.056, -1.774], [-0.004, 0.708, 0.405], [-0.042, -0.152, 0.645], [-1.333, -0.365, 0.346], [0.058, -0.035, -0.269], [-1.308, 0.667, 1.710], [0.007, 0.300, 0.029], [3.078, -0.916, -0.968], [-0.166, -0.113, -0.033], [-0.270, 0.018, 0.099], [-0.004, 0.054, -0.017], [0.125, -0.103, -0.069], [-0.046, -0.009, -0.095], [0.017, -0.103, 0.024], [0.046, 0.104, -0.032]]}

=====

No. 4
{"formula": "C4H9NO", "method": "ωB97M-V with the def2-TZVPD basis set", "orbital_gap_ev": 10.61, "smiles": "CCC(=O)NC", "mol_weight_g_mol": 87.1, "charge": 0, "symbols": ["C", "C", "C", "O", "N", "C", "H", "H", "H", "H", "H", "H", "H", "H", "H"], "positions_angstrom": [[-1.157139, 1.916973, -0.716908], [-1.315637, 0.377936, -0.660969], [0.033122, -0.149411, 0.020018], [0.836657, 0.713893, 0.347961], [0.451243, -1.422512, 0.328456], [1.769614, -1.514718, 0.976560], [-0.164772, 2.121472, -0.286056], [-1.162953, 2.317881, -1.734693], [-1.885678, 2.454427, -0.101245], [-2.224120, 0.109839, -0.102611], [-1.524334, -0.022681, -1.664262], [-0.028898, -2.289510, 0.146042], [2.021174, -2.566686, 1.137665], [2.553704, -1.050994, 0.363744], [1.798018, -0.995908, 1.946298]], "atomic_forces_ev_per_a": [[0.181, 0.105, 0.074], [0.304, -0.113, 0.200], [0.341, 0.377, 0.197], [0.119, -0.136, 0.062], [-0.216, 0.103, -0.104], [0.038, -0.118, 0.025], [-0.614, 0.276, -0.338], [-0.217, -0.162, 0.128], [-0.064, -0.220, -0.244], [0.522, -0.153, 0.253], [0.587, -0.166, 0.281], [-0.271, 0.410, -0.157], [-0.176, 0.102, -0.095], [-0.307, -0.155, 0.041], [-0.227, -0.150, -0.322]]}

=====

No. 5
{"formula": "C4H9NO", "method": "ωB97M-V with the def2-TZVPD basis set", "orbital_gap_ev": 8.20, "smiles": "C=C/C=C/N.O", "mol_weight_g_mol": 87.1, "charge": 0, "symbols": ["N", "C", "C", "C", "C", "H", "H", "H", "H", "H", "H", "H", "H", "H", "O"], "positions_angstrom": [[-0.979127, 1.140090, 0.748125], [0.231766, 1.057718, 0.070865], [1.047449, 0.009766, -0.027837], [2.388700, 0.137693, -0.596748], [3.202737, -0.901648, -0.791249], [-1.551781, 1.873867, 0.358173], [-1.442479, 0.326796, 1.108668], [0.375401, 1.942500, -0.541783], [0.831192, -0.999236, 0.296615], [2.618683, 1.094743, -1.048371], [4.088525, -0.827017, -1.414148], [2.871787, -1.876716, -0.445017], [-3.980966, -0.637757, 1.159206], [-5.307949, -1.237532, 0.697363], [-4.393941, -1.103273, 0.426132]], "atomic_forces_ev_per_a": [[0.386, 0.744, -0.479], [-1.105, -0.403, -0.154], [1.207, 0.000, 0.082], [-0.585, -0.330, -0.967], [-0.331, 0.125, -0.176], [-0.395, -0.405, 0.364], [0.053, -0.145, -0.155], [0.640, 0.158, 0.414], [-0.426, 0.107, 0.525], [0.230, 0.203, 0.158], [0.035, -0.025, 0.377], [0.315, -0.035, -0.010], [-0.087, -0.020, 0.028], [0.054, 0.010, 0.000], [0.009, 0.016, -0.006]]}

=====

No. 6
{"formula": "C4H9NO", "method": "ωB97M-V with the def2-TZVPD basis set", "orbital_gap_ev": 10.67, "smiles": "CCCNC=O", "mol_weight_g_mol": 87.1, "charge": 0, "symbols": ["C", "C", "C", "N", "C", "O", "H", "H", "H", "H", "H", "H", "H", "H", "H"], "positions_angstrom": [[0.858768, -1.593622, 0.277167], [0.715825, -0.487383, -0.761676], [0.537644, 0.900730, -0.145007], [-0.638865, 1.021585, 0.706976], [-1.912981, 1.013329, 0.242521], [-2.244223, 0.866883, -0.917229], [0.969310, -2.573765, -0.198020], [1.737820, -1.430374, 0.913073], [-0.024165, -1.632901, 0.923825], [-0.139961, -0.682279, -1.415487], [1.608407, -0.456528, -1.399949], [0.474686, 1.651949, -0.940011], [1.407377, 1.148730, 0.474579], [-0.531229, 1.174831, 1.696478], [-2.646707, 1.159381, 1.063832]], "atomic_forces_ev_per_a": [[-0.006, -0.034, 0.061], [-0.026, 0.012, -0.077], [0.127, 0.058, -0.052], [-0.202, 0.007, 0.051], [-0.048, -0.013, -0.035], [0.198, 0.067, 0.293], [-0.026, 0.157, 0.067], [-0.120, -0.016, -0.073], [0.122, -0.032, -0.068], [0.106, -0.008, 0.078], [-0.141, 0.021, 0.078], [-0.024, -0.104, 0.083], [-0.139, -0.025, -0.080], [0.098, -0.045, -0.125], [0.082, -0.044, -0.202]]}

=====

Going through the records in order, we get electronic energy values of -287.7104; -287.6287; -287.6810; -287.7921; -287.7524; -287.8159 a.u..
Going through the records in order, we get ΔE to the lowest compared entry with this formula, charge and spin values of 21.8; 127.9; 95.0; 25.3; 50.2; 10.4 kcal per mole.